Record 1
This record from the OMol25 dataset describes C32H31FInN6O3 as an isolated structure. The level of theory is ωB97M-V/def2-TZVPD.

- HOMO level: -10.60 eV
- HOMO-LUMO gap: 0.256 Ha
- Spin multiplicity: 1
- Charge: +1
- Total energy: -56655.9849 eV

Cartesian coordinates (Å):
In: -0.68731 -0.59566 -0.30797
C: -3.10805 -2.77970 -1.20161
O: -2.61827 -1.49429 -1.63049
C: -3.62430 -0.66460 -2.18651
C: -2.93610 0.53690 -2.75431
O: -2.07816 1.08938 -1.75641
C: -2.16492 2.49102 -1.49000
C: -1.94576 2.74627 -0.03620
O: -0.66287 2.22330 0.28761
C: -0.26551 2.62952 1.61066
H: -3.41295 -3.36429 -2.06794
H: -2.29118 -3.27491 -0.69116
H: -3.95749 -2.66181 -0.52860
H: -4.15608 -1.18604 -2.98264
H: -4.35082 -0.37782 -1.42042
H: -2.32482 0.23946 -3.60796
H: -3.67203 1.26433 -3.08645
H: -1.38833 3.01240 -2.05625
H: -3.13299 2.88044 -1.80028
H: -1.95809 3.82174 0.13944
H: -2.72533 2.28365 0.57670
H: -0.22759 3.71727 1.66649
H: -0.97002 2.25609 2.35654
H: 0.72091 2.22452 1.80339
N: 0.80440 -3.80874 9.32666
C: 0.64492 -3.38463 8.26710
C: 0.44541 -2.85032 6.93340
C: 0.68538 -1.50198 6.68022
C: 0.49717 -0.99762 5.40382
C: 0.05948 -1.82935 4.37943
C: -0.18625 -3.17284 4.63594
C: 0.01156 -3.68640 5.90755
C: -0.15591 -1.27718 3.00622
C: -1.50589 -1.13778 2.61642
C: -2.62794 -1.29025 3.46475
C: -3.75661 -0.97186 2.72704
C: -3.30245 -0.63857 1.44381
N: -1.96832 -0.72412 1.36279
C: 0.99517 -0.95216 2.28452
C: 2.33678 -1.12524 2.73172
C: 3.16353 -0.65412 1.73830
C: 2.31646 -0.23630 0.69012
N: 1.02979 -0.38745 0.99897
H: 1.02215 -0.85696 7.48287
H: 0.69140 0.05011 5.19943
H: -0.52373 -3.82036 3.83288
H: -0.16766 -4.73482 6.11185
H: -2.58968 -1.58564 4.50560
H: -4.78552 -0.98443 3.05776
H: -3.89123 -0.33924 0.58823
H: 2.63292 -1.54394 3.68361
H: 4.24521 -0.63555 1.73204
H: 2.61905 0.17653 -0.26354
N: 6.08192 4.79537 -6.89427
C: 5.35649 4.08522 -6.34894
C: 4.44277 3.19736 -5.66236
C: 3.55509 3.70312 -4.71851
C: 2.67817 2.85695 -4.06716
C: 2.68814 1.49839 -4.34870
C: 3.57079 0.98626 -5.28359
C: 4.44522 1.83431 -5.94104
N: 1.78186 0.61220 -3.66639
C: 1.46165 -0.68880 -4.03884
C: 0.58948 -1.15301 -3.11219
N: 0.35876 -0.14205 -2.18301
C: 1.09876 0.89293 -2.53702
H: 3.54781 4.76339 -4.50176
H: 1.98033 3.27673 -3.35280
H: 3.60695 -0.07638 -5.49612
H: 5.13924 1.43577 -6.67089
H: 1.86298 -1.16489 -4.91939
H: 0.12493 -2.12090 -3.01278
H: 1.14045 1.83024 -2.00320
F: -0.31334 -2.53814 -0.60615



Record 2
This record from the OMol25 dataset describes C18H39AlBBrCl5F2NO17PS as an isolated structure. The level of theory is ωB97M-V/def2-TZVPD.

- HOMO level: -8.03 eV
- HOMO-LUMO gap: 0.075 Ha
- Spin multiplicity: 1
- Charge: +1
- Total energy: -221073.8166 eV

Cartesian coordinates (Å):
C: -4.10014 -5.75704 -4.40106
S: -3.84827 -4.55965 -3.12157
O: -2.93267 -3.57803 -3.58649
O: -3.45682 -5.22445 -1.92538
O: -5.28611 -3.68823 -2.89909
C: -6.38438 -4.45607 -2.79173
O: -6.46812 -5.51344 -2.27607
O: -7.44508 -3.78820 -3.34384
P: -8.07689 -4.45952 -4.66583
O: -7.27799 -5.55401 -5.21196
O: -8.24345 -3.24313 -5.64669
O: -9.54698 -4.90581 -4.31199
H: -4.85492 -5.43419 -5.11018
H: -4.35043 -6.70705 -3.94349
H: -3.10848 -5.84256 -4.83366
H: -8.53426 -2.44695 -5.17530
H: -9.53012 -5.87306 -4.25654
C: -12.26611 -3.56233 -2.17610
Cl: -11.82958 -5.26604 -2.01360
Cl: -13.23141 -3.33781 -3.63468
Cl: -13.19942 -3.06225 -0.76533
Cl: -10.80067 -2.57472 -2.27726
B: -1.99872 0.68937 -1.77321
O: -3.45724 0.74390 -2.29605
C: -3.38373 0.83119 -3.66923
O: -4.32573 0.92926 -4.37869
C: -1.90460 0.80750 -4.08382
O: -1.51048 0.87828 -5.20598
O: -1.16680 0.74107 -2.98940
F: -1.73210 -0.44615 -1.05890
F: -1.74028 1.79718 -0.97099
C: 1.41901 3.18037 1.29421
N: 2.75583 2.50865 1.50338
C: 3.33343 3.04442 2.76718
C: 3.65188 2.83919 0.36187
C: 2.62634 1.00554 1.67313
C: 2.08380 0.26792 0.47923
O: 0.79977 0.75515 0.21068
H: 1.56404 4.24874 1.45154
H: 1.07773 3.01062 0.28249
H: 0.71081 2.78354 2.01388
H: 3.44617 4.12085 2.66837
H: 4.30101 2.57622 2.93573
H: 2.65455 2.81170 3.58315
H: 3.18519 2.49259 -0.55436
H: 4.61391 2.35339 0.51178
H: 3.77286 3.91890 0.32447
H: 1.97367 0.85779 2.53571
H: 3.62394 0.63334 1.90972
H: 2.04291 -0.80009 0.72226
H: 2.73352 0.38192 -0.39694
H: 0.53372 0.47017 -0.67749
C: 10.01620 2.27836 -0.98244
O: 10.04974 3.66514 -0.81080
C: 8.97086 4.33913 -1.45677
C: 7.94483 4.81279 -0.46110
O: 7.23389 3.72696 0.17653
C: 7.67307 3.49692 1.48316
H: 10.78162 1.83641 -0.34022
H: 9.01879 1.86497 -0.71351
H: 10.22392 1.99162 -2.01686
H: 8.51787 3.69684 -2.21624
H: 9.38312 5.21665 -1.95790
H: 7.19895 5.41047 -0.98629
H: 8.41281 5.44241 0.29842
H: 7.38289 4.30906 2.15676
H: 8.77098 3.35864 1.53618
H: 7.16749 2.57918 1.83950
Al: 8.32393 0.88464 1.31718
Cl: -0.45269 -2.85365 -2.96925
C: -0.51114 -1.29123 3.64206
O: 0.46719 -0.58255 4.40436
C: 0.03395 0.70308 4.80928
C: -0.36407 0.75338 6.26759
O: -1.54466 0.01686 6.49945
C: -1.31925 -1.24538 7.10628
H: -0.14575 -2.30598 3.50358
H: -1.46884 -1.32669 4.16302
H: -0.64714 -0.82761 2.65983
H: -0.79411 1.04598 4.18084
H: 0.88660 1.38503 4.65772
H: -0.57174 1.79434 6.53931
H: 0.45546 0.39432 6.89834
H: -0.99269 -1.12032 8.14360
H: -0.57588 -1.82883 6.55751
H: -2.26391 -1.78382 7.10117
Br: -4.17439 -1.43511 -1.83610



Record 3
This record from the OMol25 dataset describes a 4-piece molecular cluster, C15H36N2O9Si overall. The level of theory is ωB97M-V/def2-TZVPD.

- HOMO level: -8.61 eV
- SMILES: C[SiH](CN)CN.CCOC(=O)OC.CCOC(=O)OC.CCOC(=O)OC
- HOMO-LUMO gap: 0.340 Ha
- Spin multiplicity: 1
- Total energy: -45424.8213 eV

Cartesian coordinates (Å):
C: 7.03325 -1.27406 -0.05895
Si: 6.36678 0.48434 -0.02779
C: 7.53527 1.67712 0.86272
N: 7.55129 3.06842 0.37109
C: 4.63146 0.55091 0.71663
N: 3.51679 0.12640 -0.15797
H: 7.25786 -1.58833 -1.07997
H: 6.33291 -1.99626 0.36709
H: 7.96199 -1.34169 0.51325
H: 6.23485 0.98492 -1.42808
H: 8.55838 1.28840 0.82533
H: 7.28358 1.71521 1.92928
H: 6.62958 3.48550 0.45337
H: 7.76204 3.08581 -0.62154
H: 4.43628 1.58117 1.03478
H: 4.58721 -0.04770 1.63357
H: 3.75840 -0.71412 -0.67392
H: 3.35605 0.83601 -0.86540
C: 0.26074 1.13767 -0.95309
C: -1.22886 0.97344 -1.13703
O: -1.78495 1.99782 -1.98821
C: -1.63084 1.79351 -3.29198
O: -1.16772 0.80751 -3.81206
O: -2.11054 2.85201 -3.94638
C: -2.04788 2.74700 -5.37255
H: 0.49078 2.12443 -0.54853
H: 0.63891 0.38870 -0.25746
H: 0.78151 1.01242 -1.90275
H: -1.76286 1.09283 -0.19595
H: -1.47711 -0.00200 -1.55391
H: -2.56549 1.85234 -5.71303
H: -1.01193 2.70748 -5.70560
H: -2.53572 3.64126 -5.74706
C: -0.43547 -4.94102 1.49554
C: -1.89484 -4.59683 1.30393
O: -2.07039 -3.48824 0.39653
C: -1.94673 -3.77514 -0.90001
O: -1.69894 -4.85381 -1.37089
O: -2.15834 -2.65162 -1.58337
C: -1.97411 -2.75518 -2.99974
H: 0.11977 -4.06933 1.84302
H: -0.34628 -5.72595 2.24778
H: 0.00279 -5.30154 0.56702
H: -2.34392 -4.24413 2.23057
H: -2.46488 -5.44708 0.93063
H: -2.58901 -3.54857 -3.41908
H: -0.92687 -2.94919 -3.22599
H: -2.26493 -1.78699 -3.39604
C: -4.98829 3.76822 3.73553
C: -6.01702 2.69203 3.47266
O: -5.61188 1.82033 2.39794
C: -4.72273 0.88393 2.72778
O: -4.28832 0.67690 3.83326
O: -4.41393 0.19276 1.63284
C: -3.47940 -0.87441 1.84500
H: -4.79430 4.34078 2.82830
H: -5.36554 4.45091 4.49821
H: -4.05669 3.33322 4.09336
H: -6.95598 3.11585 3.12232
H: -6.20323 2.09084 4.36182
H: -3.84871 -1.55124 2.61358
H: -2.51606 -0.47309 2.15820
H: -3.38777 -1.38089 0.89146



Record 4
This record from the OMol25 dataset describes a 2-piece molecular cluster, C5H13NOSi overall. The level of theory is ωB97M-V/def2-TZVPD.

- HOMO level: -7.67 eV
- HOMO-LUMO gap: 0.307 Ha
- Spin multiplicity: 1
- Total energy: -16808.3565 eV
- Relative energy (zero: lowest compared OMol25 entry of this formula, charge and spin): 401.63 kJ/mol

Cartesian coordinates (Å):
C: 1.70243 0.20619 -0.23637
C: 3.14315 -0.21191 -2.02942
C: -2.23878 1.37779 -0.97958
C: -0.94083 -2.05113 0.94859
C: -0.93406 0.76886 2.44634
N: 1.86023 -0.01895 -1.45720
O: -1.93784 0.21439 -0.37660
Si: -0.80123 -0.17148 0.75365
H: 2.64419 0.21809 0.35814
H: 3.93667 -0.22368 -1.29936
H: 3.44464 0.47588 -2.94971
H: 3.06723 -1.21468 -2.63695
H: -1.39166 1.55428 -1.65732
H: -2.26239 2.23782 -0.31698
H: -3.13140 1.25635 -1.74796
H: -0.20321 -2.55865 0.47968
H: -1.03161 -2.33982 1.96438
H: -1.94890 -2.36036 0.46651
H: -0.04304 1.30550 2.71190
H: -1.76760 1.45117 2.22661
H: -1.16598 0.08434 3.33166



Record 5
This record from the OMol25 dataset describes a 10-piece molecular cluster, C30H54BrN12O23P overall. The level of theory is ωB97M-V/def2-TZVPD.

- HOMO level: -8.22 eV
- SMILES: [H]/N=C/C[C@]1(CCOC=O)C(=O)N[C@@](C#C)(P(O)Br)[C@@H]1CCCNCc1ccccc1O.C[N+](=O)[O-].C[N+](=O)[O-].C[N+](=O)[O-].C[N+](=O)[O-].C[N+](=O)[O-].C[N+](=O)[O-].C[N+](=O)[O-].C[N+](=O)[O-].C[N+](=O)[O-]
- HOMO-LUMO gap: 0.283 Ha
- Spin multiplicity: 1
- Total energy: -176252.8093 eV

Cartesian coordinates (Å):
C: 1.66912 -0.77982 5.03425
C: 1.67133 -1.17257 3.76679
C: 1.30029 -1.64168 2.24391
P: 2.95462 -2.01153 1.36881
O: 3.93012 -0.56293 1.33864
Br: 2.61082 -2.48302 -0.85536
N: 0.74493 -3.01675 2.48517
C: -0.50487 -3.06059 1.67093
O: -0.93019 -4.24837 1.48337
C: -1.10275 -1.61481 1.22409
C: -2.15963 -1.30458 2.40806
C: -3.57000 -2.06823 2.26400
N: -3.85825 -3.26442 2.77466
C: -1.62378 -1.91312 -0.27380
C: -2.80242 -0.90096 -0.78082
O: -3.67038 -1.66433 -1.69521
C: -4.69266 -2.36646 -0.96988
O: -5.87567 -1.89117 -0.84943
C: 0.24235 -0.73649 1.41293
C: 0.16136 0.77459 1.96469
C: -0.89835 1.72805 1.20109
C: -0.19602 3.13405 0.82709
N: 0.94623 3.04705 -0.13554
C: 0.58758 2.14778 -1.27340
C: 1.44979 2.35546 -2.61307
C: 2.93004 2.91278 -2.67996
C: 3.62211 2.98997 -4.11342
C: 2.86675 2.56014 -5.45535
C: 1.36937 1.99275 -5.39983
C: 0.72007 1.90733 -3.97095
O: -0.63729 1.34996 -3.90657
H: 1.54588 -0.64192 6.16536
H: 4.79914 -0.88986 0.99563
H: 1.50968 -3.66030 2.20338
H: -1.69261 -1.63673 3.41868
H: -2.40141 -0.17523 2.53767
H: -4.40184 -1.51448 1.66740
H: -4.84132 -3.45361 2.49709
H: -0.75730 -1.78911 -1.04794
H: -2.03177 -2.98015 -0.43679
H: -2.36697 -0.03222 -1.41380
H: -3.38314 -0.40511 0.08520
H: -4.39793 -3.35818 -0.45691
H: 0.66495 -0.68321 0.34440
H: 1.21051 1.25089 1.80385
H: -0.07409 0.83423 3.10177
H: -1.72886 1.98247 1.98601
H: -1.46161 1.22002 0.32671
H: -0.98164 3.92073 0.50237
H: 0.25453 3.54700 1.82441
H: 1.82930 2.76612 0.32639
H: -0.54852 2.31511 -1.48852
H: 0.72019 1.03207 -0.96458
H: 3.45286 3.19941 -1.69356
H: 4.70481 3.35675 -4.20126
H: 3.39145 2.61865 -6.47532
H: 0.79530 1.65137 -6.34935
H: -0.46848 0.40824 -3.61334
C: -4.41344 -6.71388 2.63238
N: -5.24779 -7.78699 3.23485
O: -4.67506 -8.63098 3.91184
O: -6.44966 -7.74561 3.00753
H: -3.37401 -6.87523 2.91556
H: -4.53183 -6.77369 1.55035
H: -4.77433 -5.76081 3.01850
C: 6.27760 -0.24611 4.56818
N: 7.11176 -0.56013 3.37845
O: 8.31755 -0.67184 3.54980
O: 6.52492 -0.68339 2.31097
H: 6.92514 -0.16485 5.44032
H: 5.77157 0.69900 4.37475
H: 5.56287 -1.06006 4.69278
C: 2.64517 -4.80281 -4.96168
N: 1.54985 -3.93525 -4.45420
O: 1.86982 -2.95223 -3.79833
O: 0.40665 -4.27047 -4.73126
H: 3.59998 -4.38684 -4.64179
H: 2.49777 -5.79789 -4.54178
H: 2.57573 -4.81748 -6.04938
C: -7.67027 -1.16974 3.02239
N: -6.83772 -2.06631 3.86624
O: -6.92932 -3.27156 3.66689
O: -6.12013 -1.53082 4.70085
H: -8.25284 -1.77764 2.33120
H: -8.32475 -0.60830 3.68728
H: -6.99509 -0.50810 2.47889
C: 1.49105 3.73906 -9.43270
N: 1.56997 2.47048 -8.66193
O: 2.68048 2.10012 -8.29967
O: 0.51502 1.88876 -8.44652
H: 2.49594 4.14335 -9.54841
H: 1.05478 3.50679 -10.40418
H: 0.86064 4.42719 -8.86910
C: 5.53996 4.87667 4.61220
N: 5.22791 3.43315 4.78488
O: 4.17177 3.02702 4.32001
O: 6.05545 2.75426 5.38256
H: 4.72515 5.34961 4.06933
H: 5.64482 5.31173 5.60613
H: 6.47073 4.94649 4.04880
C: 4.76501 0.17009 -10.70272
N: 4.73985 1.53045 -11.30175
O: 3.67303 2.13058 -11.28768
O: 5.79107 1.94930 -11.76526
H: 3.76858 -0.06981 -10.33312
H: 5.06506 -0.52784 -11.48448
H: 5.48639 0.18404 -9.88573
C: 2.29191 8.43379 3.08566
N: 3.09685 7.29037 3.59041
O: 2.60769 6.17301 3.49429
O: 4.19446 7.55402 4.06686
H: 1.34887 8.05403 2.69409
H: 2.11788 9.10870 3.92380
H: 2.86866 8.91982 2.29870
C: -9.41498 -2.32035 7.06465
N: -10.06053 -2.58802 5.75243
O: -9.79371 -1.82780 4.82847
O: -10.81148 -3.54953 5.69312
H: -8.77821 -1.44128 6.97055
H: -10.20819 -2.14617 7.79177
H: -8.82415 -3.19848 7.32543